Record 1
{"formula": "C40H88N8O16", "method": "the ωB97M-V functional and the def2-TZVPD basis", "homo_lumo_gap_ev": 9.3, "charge": 0, "energy_ev": -87584.0087, "e_above_lowest_ev": 0.000, "symbols": ["C", "O", "N", "C", "C", "H", "H", "H", "H", "H", "H", "H", "C", "O", "N", "C", "C", "H", "H", "H", "H", "H", "H", "H", "C", "O", "N", "C", "C", "H", "H", "H", "H", "H", "H", "H", "C", "O", "N", "C", "C", "H", "H", "H", "H", "H", "H", "H", "C", "O", "N", "C", "C", "H", "H", "H", "H", "H", "H", "H", "C", "O", "N", "C", "C", "H", "H", "H", "H", "H", "H", "H", "C", "O", "N", "C", "C", "H", "H", "H", "H", "H", "H", "H", "C", "O", "N", "C", "C", "H", "H", "H", "H", "H", "H", "H", "O", "C", "O", "C", "C", "C", "H", "H", "H", "H", "H", "H", "H", "H", "O", "C", "O", "C", "C", "C", "H", "H", "H", "H", "H", "H", "H", "H", "O", "C", "O", "C", "C", "C", "H", "H", "H", "H", "H", "H", "H", "H", "O", "C", "O", "C", "C", "C", "H", "H", "H", "H", "H", "H", "H", "H"], "coordinates": [[4.66482, -2.97301, 9.93047], [3.42995, -2.68040, 10.13325], [5.24709, -3.20137, 8.76864], [6.60163, -3.66444, 8.59233], [4.63162, -3.06647, 7.46477], [5.41032, -3.18164, 10.71334], [7.09380, -3.83457, 9.54990], [7.20245, -3.00704, 7.96390], [6.68187, -4.57870, 8.00430], [4.71775, -3.97246, 6.86488], [3.59792, -2.72412, 7.51342], [5.20098, -2.38829, 6.82915], [-4.18016, 1.53373, -7.54393], [-3.76021, 2.15993, -6.57261], [-4.07182, 0.18351, -7.61827], [-3.57292, -0.69630, -6.55575], [-4.49516, -0.57294, -8.80461], [-4.62138, 2.11731, -8.36670], [-3.04190, -0.29684, -5.69172], [-2.90811, -1.41521, -7.03456], [-4.45123, -1.21943, -6.17757], [-3.74971, -1.35760, -8.93398], [-5.47393, -0.96782, -8.53227], [-4.59879, 0.08280, -9.66911], [-2.30760, -5.65592, -2.15695], [-3.47398, -5.53861, -2.61090], [-2.01238, -5.74015, -0.85885], [-0.62303, -5.88347, -0.41018], [-3.16992, -5.78168, 0.12217], [-1.45106, -5.58013, -2.84455], [-0.62255, -6.89051, 0.00693], [-0.27831, -5.17761, 0.34548], [0.09162, -5.92135, -1.23233], [-2.98894, -4.98812, 0.84715], [-4.12116, -5.52791, -0.34567], [-3.29329, -6.74977, 0.60762], [-1.20121, -8.75179, 6.67874], [-2.11759, -9.51970, 6.56653], [-1.24054, -7.55165, 7.33963], [-0.15413, -6.63266, 7.26099], [-2.36555, -7.01288, 8.04690], [-0.19920, -8.96094, 6.27324], [0.33044, -6.52203, 8.23108], [-0.59889, -5.65744, 7.06292], [0.49650, -6.80144, 6.40292], [-1.99847, -6.77172, 9.04450], [-2.63271, -6.03155, 7.65485], [-3.19425, -7.72044, 8.07381], [-0.80302, -0.20658, 1.82765], [-0.04224, -0.95742, 2.38986], [-0.72634, 0.14406, 0.49636], [-1.85277, 0.88991, -0.10954], [0.30783, -0.35874, -0.41486], [-1.56994, 0.35281, 2.38541], [-2.56143, 1.22425, 0.64816], [-2.48879, 0.21058, -0.67708], [-1.56256, 1.74696, -0.71728], [1.11441, -0.87429, 0.10644], [0.07770, -1.11672, -1.16358], [0.74778, 0.53301, -0.86131], [2.59586, -4.68827, -6.97720], [2.49829, -4.33356, -5.80721], [2.72263, -6.01274, -7.26780], [2.96949, -6.35780, -8.76106], [2.85532, -7.18407, -6.30023], [2.58827, -4.05582, -7.87840], [2.32839, -7.15430, -9.13880], [4.00067, -6.67412, -8.91827], [2.78762, -5.50514, -9.41527], [2.44714, -6.96007, -5.31468], [2.28223, -8.06201, -6.59837], [3.91873, -7.40074, -6.19866], [3.35824, 5.03952, -7.97614], [4.25762, 5.54601, -8.64531], [3.21714, 3.71501, -7.82469], [2.07444, 3.18891, -7.08933], [4.16229, 2.72395, -8.32735], [2.74209, 5.64670, -7.29505], [1.38587, 3.95596, -6.73491], [2.57165, 2.59495, -6.32247], [1.44691, 2.50416, -7.65978], [3.55530, 2.05522, -8.93765], [4.98181, 3.01523, -8.98433], [4.66319, 2.21244, -7.50540], [6.72061, 0.43208, 2.31901], [7.76755, -0.12031, 2.66768], [6.29988, 1.65800, 2.85376], [4.97702, 2.15312, 2.52657], [6.98141, 2.27558, 3.98685], [6.04575, 0.00621, 1.56047], [4.68633, 2.14526, 1.47607], [4.99410, 3.21318, 2.77968], [4.36576, 1.64294, 3.27100], [6.49114, 2.07654, 4.93980], [7.92810, 1.76970, 4.17646], [7.10574, 3.35604, 3.91443], [-2.13576, 3.65796, 9.19053], [-2.16223, 2.93561, 8.19706], [-3.09372, 2.90523, 7.25557], [-4.17480, 3.81210, 7.25814], [-4.85023, 3.82616, 5.90363], [-0.96894, 2.05598, 7.94325], [-3.69272, 4.78958, 7.24249], [-4.74208, 3.77270, 8.18805], [-4.13580, 4.06341, 5.11533], [-5.63213, 4.58482, 5.93792], [-5.41381, 2.93133, 5.63951], [-0.17692, 2.58959, 7.41784], [-1.08816, 1.16268, 7.33014], [-0.49496, 1.64931, 8.83661], [-6.65479, 8.75201, -0.33827], [-6.18192, 8.93221, -1.45944], [-6.17644, 10.11960, -2.15093], [-7.00080, 11.15765, -1.66007], [-6.67500, 12.43816, -2.46477], [-5.39681, 7.91017, -2.04275], [-6.86857, 11.28390, -0.58552], [-8.04747, 10.90994, -1.83680], [-5.75819, 12.95675, -2.18434], [-7.46197, 13.19110, -2.42173], [-6.51596, 12.21568, -3.51990], [-4.93056, 8.11373, -3.00674], [-5.90357, 6.94527, -2.05797], [-4.48190, 7.81983, -1.45719], [-8.16480, -0.45706, 1.25535], [-8.03298, -1.60177, 0.91150], [-7.66301, -2.60393, 1.62084], [-7.65165, -2.47870, 3.06587], [-7.77068, -3.78481, 3.84729], [-8.34029, -1.91868, -0.56285], [-8.47818, -1.80877, 3.30286], [-6.77164, -1.98506, 3.47815], [-6.81095, -4.30154, 3.84906], [-8.52531, -4.43828, 3.40955], [-8.03308, -3.56416, 4.88196], [-8.11419, -1.03223, -1.15545], [-9.33391, -2.27135, -0.83933], [-7.68286, -2.76343, -0.76846], [7.58076, 2.34525, -3.02030], [7.85938, 3.50729, -3.29416], [9.10868, 3.99780, -3.69903], [10.25276, 3.18640, -3.77227], [11.33907, 4.12713, -4.29781], [6.86416, 4.63906, -2.97321], [10.08887, 2.26320, -4.32811], [10.55691, 2.83415, -2.78662], [11.06367, 4.59833, -5.24132], [12.17537, 3.43266, -4.37792], [11.59965, 4.96131, -3.64641], [7.26881, 5.11897, -2.08212], [5.88882, 4.21561, -2.73340], [6.69896, 5.38538, -3.75026]]}

=====

Record 2
{"formula": "C31H31BiCl3O5PSSbSe4", "method": "the ωB97M-V functional and the def2-TZVPD basis", "homo_lumo_gap_ev": [4.6, 4.6], "spin_multiplicity": 2, "charge": -2, "energy_ev": -374343.7163, "e_above_lowest_ev": 1.282, "symbols": ["Bi", "C", "O", "C", "C", "O", "C", "C", "O", "C", "H", "H", "H", "H", "H", "H", "H", "H", "H", "H", "H", "H", "H", "H", "Cl", "C", "C", "C", "Cl", "C", "O", "C", "Cl", "C", "H", "H", "Se", "Sb", "Se", "Se", "Se", "O", "P", "C", "C", "C", "C", "C", "C", "C", "C", "C", "C", "C", "C", "C", "C", "C", "C", "C", "C", "H", "H", "H", "H", "H", "H", "H", "H", "H", "H", "H", "H", "H", "H", "H", "S", "C"], "coordinates": [[0.86305, -0.20488, 2.21311], [4.20006, -1.45189, 2.75371], [3.20024, -1.59132, 1.74406], [3.67933, -1.43006, 0.42995], [4.11247, -0.01051, 0.07119], [2.96987, 0.76902, -0.23552], [3.16198, 2.17389, -0.20008], [3.15122, 2.78844, 1.18952], [1.82435, 2.76334, 1.65634], [1.66169, 3.46015, 2.89203], [5.12391, -1.96232, 2.45101], [3.80676, -1.91513, 3.65391], [4.42562, -0.40827, 2.97752], [2.85728, -1.72032, -0.22868], [4.53723, -2.10110, 0.27807], [4.76924, -0.04896, -0.81198], [4.68068, 0.42713, 0.89861], [2.30946, 2.58947, -0.74377], [4.09207, 2.44390, -0.72161], [3.51095, 3.82671, 1.11859], [3.81696, 2.25930, 1.88529], [1.75842, 4.54424, 2.74226], [2.41167, 3.15144, 3.62223], [0.66570, 3.23897, 3.26936], [-5.68121, 3.97882, 1.62780], [-4.31030, 2.97327, 2.01137], [-3.28934, 2.83249, 1.09794], [-2.21265, 2.01437, 1.40406], [-0.96569, 1.87412, 0.21084], [-2.10291, 1.30253, 2.62102], [-1.14820, 0.50398, 2.98629], [-3.18302, 1.51337, 3.52471], [-3.10779, 0.71545, 5.04758], [-4.26288, 2.31879, 3.23133], [-3.31648, 3.35423, 0.15092], [-5.05309, 2.43259, 3.95927], [0.96466, 2.88910, 6.45719], [2.38516, 0.94220, 6.07105], [1.17068, -0.89647, 4.57653], [4.40388, 1.58959, 4.78561], [2.90740, -0.37414, 8.04456], [0.40094, -1.38638, -0.80354], [-0.67831, -1.28568, -1.81706], [-2.38315, -1.36681, -1.19404], [-2.68156, -2.53052, -0.49189], [-3.92554, -2.69174, 0.09533], [-4.87737, -1.68964, -0.02047], [-4.58954, -0.53461, -0.73149], [-3.34513, -0.37033, -1.31913], [-0.50526, 0.14990, -2.90873], [0.69156, 0.85594, -2.80790], [0.92051, 1.95333, -3.62118], [-0.04448, 2.35751, -4.53419], [-1.22776, 1.63993, -4.65277], [-1.45139, 0.52764, -3.85789], [-0.58931, -2.67314, -2.99230], [0.63496, -3.31962, -3.13666], [0.79094, -4.32456, -4.07764], [-0.27552, -4.68663, -4.89056], [-1.49490, -4.03502, -4.75920], [-1.65270, -3.03216, -3.81719], [-1.91563, -3.28948, -0.38797], [-4.14096, -3.58782, 0.66147], [-5.84041, -1.80428, 0.46019], [-5.32767, 0.25274, -0.81811], [-3.12047, 0.54663, -1.84605], [1.41710, 0.53759, -2.06499], [1.84667, 2.50777, -3.53418], [0.12495, 3.23102, -5.15086], [-1.98389, 1.95646, -5.36076], [-2.36680, -0.03954, -3.97125], [1.45337, -3.02291, -2.49171], [1.74528, -4.82450, -4.18571], [-0.15512, -5.47217, -5.62591], [-2.32352, -4.31099, -5.39996], [-2.60684, -2.53034, -3.70550], [-1.33932, -2.94902, 2.73830], [0.02783, -2.31409, 2.30827]]}

=====

Record 3
{"formula": "C28H33BaFN9O3P", "method": "the ωB97M-V functional and the def2-TZVPD basis", "homo_lumo_gap_ev": 8.0, "charge": 2, "energy_ev": -61815.1718, "e_above_lowest_ev": 0.000, "symbols": ["Ba", "C", "N", "C", "C", "N", "C", "P", "C", "N", "C", "C", "N", "C", "C", "N", "C", "C", "N", "C", "H", "H", "H", "H", "H", "H", "H", "H", "H", "H", "H", "H", "H", "H", "H", "C", "C", "N", "C", "C", "C", "O", "O", "C", "O", "C", "C", "C", "F", "C", "C", "C", "N", "C", "C", "N", "C", "C", "H", "H", "H", "H", "H", "H", "H", "H", "H", "H", "H", "H", "H", "H", "H", "H", "H", "H"], "coordinates": [[0.85568, -2.17544, 0.68198], [-1.16238, -7.78500, 1.48385], [-1.04926, -6.45000, 0.87584], [-1.70086, -6.04505, -0.26227], [-1.32799, -4.74959, -0.47032], [-0.46176, -4.35658, 0.52161], [-0.30347, -5.39900, 1.32002], [0.71940, -5.47337, 2.83996], [2.33955, -4.92806, 2.18146], [2.58512, -3.83237, 1.48178], [3.92790, -3.84334, 1.18555], [4.49882, -4.95980, 1.72160], [3.48715, -5.64263, 2.35111], [3.65374, -6.90240, 3.09396], [0.15302, -3.92895, 3.65443], [0.07621, -2.72478, 3.11409], [-0.43788, -1.89638, 4.08265], [-0.67199, -2.60909, 5.22119], [-0.29703, -3.89874, 4.94498], [-0.37281, -5.01567, 5.90081], [-1.83019, -8.38165, 0.87144], [-0.19323, -8.27313, 1.52182], [-1.57262, -7.71606, 2.48633], [-2.35280, -6.70620, -0.81168], [-1.61561, -4.08253, -1.26947], [4.38514, -3.05602, 0.60529], [5.51339, -5.32568, 1.71278], [4.70145, -7.18107, 3.05316], [3.36435, -6.77839, 4.13312], [3.06167, -7.69501, 2.64613], [-0.61212, -0.84470, 3.90329], [-1.06133, -2.32189, 6.18585], [-0.74528, -4.62844, 6.84350], [-1.05294, -5.78238, 5.54337], [0.60819, -5.44998, 6.06523], [-0.85789, 2.47871, -5.22960], [0.51432, 2.63908, -4.59990], [0.57092, 2.14879, -3.21125], [1.06382, 0.90255, -2.97638], [1.03741, 0.29091, -1.77451], [1.51504, -1.10260, -1.42771], [2.52140, -1.20911, -0.68413], [0.69821, -2.03714, -1.65414], [0.33418, 0.91459, -0.68271], [0.11563, 0.31004, 0.38781], [-0.08657, 2.29612, -0.90305], [-0.60196, 3.04397, 0.15551], [-0.97640, 4.33705, -0.03464], [-1.41656, 5.05651, 1.01861], [-0.89726, 4.94984, -1.29277], [-0.41510, 4.20123, -2.34816], [0.02488, 2.88153, -2.16673], [-1.30187, 6.29786, -1.52158], [-2.16613, 6.98291, -0.55624], [-2.67245, 8.28484, -1.21073], [-2.48408, 8.15921, -2.70342], [-1.00886, 8.17638, -3.03983], [-0.30502, 7.22089, -2.06316], [-0.83491, 2.80670, -6.27060], [-1.61271, 3.06505, -4.70013], [-1.16742, 1.43218, -5.20826], [0.84659, 3.67544, -4.61298], [1.26367, 2.07884, -5.15297], [1.52519, 0.43194, -3.83712], [-0.67674, 2.59294, 1.13743], [-0.39797, 4.65368, -3.33226], [-1.65555, 7.24526, 0.36946], [-3.00529, 6.34048, -0.30752], [-2.10203, 9.15727, -0.90639], [-3.72404, 8.46731, -1.01272], [-2.99096, 8.87685, -3.21697], [-2.84718, 7.24750, -2.98314], [-0.66750, 9.20247, -2.93439], [-0.91838, 7.87474, -4.07933], [0.17736, 7.78870, -1.26075], [0.47297, 6.67782, -2.58708]]}